109
Properties=species:S:1:pos:R:3:forces:R:3 method="wB97M-V/def2-TZVPD" energy_ha=-4000.860950 homo_lumo_gap_ev="7.23 / 7.20" spin_multiplicity=4 total_charge=+1
V 1.101633 -0.424968 -1.753077 -0.276 0.058 -0.179
N -0.387411 -0.657302 -0.292733 0.749 1.137 4.297
S -1.864805 -1.050177 -0.233421 -8.827 -2.418 -4.859
O -2.864652 0.025956 -0.196544 2.291 -1.878 -0.074
O -2.205265 -2.293144 0.422756 0.837 1.408 0.038
F -1.899887 -1.519846 -1.760677 -0.156 0.155 -0.469
S -0.533102 -0.357194 1.416929 4.344 2.449 5.862
O -0.384701 -1.496508 2.321261 -0.696 1.679 -2.336
O -1.323683 0.807217 1.826090 1.077 -2.542 -1.353
F 0.956785 0.273788 1.545310 -0.213 -0.218 -0.614
C -1.491026 4.287581 1.988324 0.412 0.471 0.370
C -1.654975 5.120556 0.715997 -0.152 -1.182 1.400
O -3.004099 5.521957 0.797425 -0.231 0.910 -0.631
H -0.456758 4.012131 2.194541 0.070 -0.357 -0.260
H -2.171391 3.442460 2.093026 0.187 -0.102 -0.439
H -1.747173 4.951134 2.814273 -0.096 0.127 0.045
H -1.516284 4.552455 -0.203848 0.366 -0.104 -0.126
H -0.972497 5.967622 0.785224 0.042 0.147 -0.311
H -3.112127 6.164800 0.092667 -0.544 0.203 -0.032
C -4.396735 0.139298 -5.256251 -0.247 -0.436 1.039
C -3.552496 -0.891772 -4.444439 -1.163 1.967 -0.987
O -2.237674 -0.741223 -4.935170 1.504 -0.755 0.320
H -5.370238 0.210042 -4.771091 -0.208 0.140 -0.299
H -4.520439 -0.105596 -6.311159 -0.051 -0.453 0.078
H -3.940173 1.129072 -5.257563 0.133 -0.028 0.358
H -4.005280 -1.880816 -4.514282 0.465 -0.239 -0.165
H -3.491267 -0.616723 -3.391488 -0.186 -0.024 -0.074
H -2.168599 -1.004533 -5.855770 -0.171 0.004 -0.096
C 3.820382 -1.487527 3.458687 1.166 0.867 -1.025
C 5.148151 -1.057954 2.623292 -2.696 -0.184 1.711
O 4.852584 -1.395605 1.278040 0.194 -0.558 -0.625
H 3.736390 -2.574277 3.460861 0.258 0.030 0.260
H 2.894539 -1.123517 3.013260 0.136 0.219 -0.459
H 3.792342 -1.058302 4.460223 0.436 -0.316 0.088
H 5.964054 -1.610968 3.088667 0.243 -0.054 -0.523
H 5.347380 0.013686 2.623167 -0.014 -0.005 0.592
H 5.669451 -1.355553 0.775310 0.101 -0.029 -0.190
C 3.204233 1.942983 3.875968 -0.479 -1.148 0.516
C 2.080638 2.872615 3.593315 0.270 1.445 0.402
O 2.604512 4.036117 2.948670 -0.004 0.170 -0.604
H 3.833035 2.307494 4.688260 0.304 0.222 -0.431
H 3.753317 1.607586 2.996131 0.116 0.256 0.047
H 2.704205 1.072197 4.299994 0.169 -0.412 -0.025
H 1.721570 3.225172 4.560212 -0.547 -0.363 0.087
H 1.264710 2.446625 3.009467 0.003 -0.219 0.023
H 2.065235 4.787583 3.205757 0.016 0.095 -0.054
C -1.922872 2.176516 -2.528357 0.398 0.124 -0.224
C -0.719868 1.884104 -3.431378 -1.873 2.512 0.188
O -0.372426 0.571406 -3.313271 2.519 -2.411 1.063
H -2.189291 3.225763 -2.655609 -0.170 -0.018 0.269
H -1.737357 1.915353 -1.486498 0.229 0.343 0.104
H -2.779528 1.556381 -2.792330 -0.009 0.059 -0.319
H 0.106045 2.560731 -3.211923 0.111 -0.251 0.040
H -1.041367 2.059209 -4.458057 0.211 0.211 -0.214
H -1.015562 0.091324 -3.840055 -0.497 -1.120 -0.405
C 1.728221 4.037885 -0.649849 1.140 1.075 0.649
C 1.574195 2.691601 0.012661 -0.098 0.883 -0.453
O 1.483288 1.832186 -1.133917 -0.452 -2.776 -0.775
H 1.601382 4.851816 0.063963 -0.197 0.051 -0.123
H 1.135826 4.194369 -1.551342 -0.665 -0.191 0.416
H 2.746372 4.157345 -1.020246 0.348 -0.060 0.106
H 0.664128 2.670329 0.612163 -0.106 -0.503 -0.342
H 2.410582 2.364072 0.630142 -0.005 0.343 0.029
H 2.092307 2.161289 -1.799037 0.146 0.348 0.015
C -4.718779 3.298458 -0.967375 -0.168 -1.723 -0.086
C -4.683462 2.609343 0.408825 0.797 1.482 -0.410
O -5.073132 3.571049 1.353414 -0.867 0.017 0.950
H -3.924630 4.012745 -1.184660 -0.184 0.238 0.527
H -5.724777 3.707036 -1.062996 0.189 0.251 -0.319
H -4.568846 2.499028 -1.693002 -0.284 0.033 -0.423
H -3.670133 2.314011 0.680943 0.101 -0.630 -0.321
H -5.367493 1.761778 0.451548 0.092 0.067 0.015
H -4.546326 4.354667 1.180201 0.209 0.204 0.126
C 1.620712 -3.457499 -4.687748 -0.126 1.044 -0.344
C 0.460559 -2.587550 -4.194402 -0.487 -2.179 -1.204
O 0.498661 -2.449727 -2.786309 0.668 2.535 0.449
H 1.595725 -4.520784 -4.449215 -0.244 0.226 0.306
H 2.524942 -2.998450 -4.288071 0.327 -0.258 -0.245
H 1.610560 -3.367976 -5.774013 0.330 -0.103 -0.072
H -0.467600 -3.096900 -4.453576 -0.254 -0.101 0.149
H 0.376564 -1.677851 -4.788962 0.492 0.519 0.869
H 0.569265 -3.335458 -2.422890 -0.051 -0.946 0.321
C 3.437566 -3.436181 -1.028627 -0.084 -1.096 0.075
C 2.386745 -2.829546 -0.137953 0.912 -1.320 0.731
O 2.513777 -1.451016 -0.284469 -1.953 2.203 -1.624
H 3.494616 -4.502973 -0.812234 0.065 -0.140 -0.327
H 4.443238 -3.030395 -0.918866 -0.167 0.191 0.308
H 3.128227 -3.282591 -2.062459 0.073 -0.180 -0.091
H 2.520032 -2.968904 0.934846 0.201 -0.742 -0.007
H 1.408555 -3.252297 -0.367143 -0.235 0.604 -0.193
H 3.276400 -1.232868 0.256281 0.723 0.739 0.420
C -0.262752 -6.847439 -0.418122 -0.385 1.342 0.029
C -0.594675 -5.528175 -1.175242 0.232 -1.127 0.407
O 0.446031 -5.195406 -2.124925 -0.456 0.416 0.364
H -1.072044 -6.995174 0.296950 0.004 -0.226 0.031
H 0.654938 -6.713350 0.154576 0.067 -0.142 -0.100
H -0.192268 -7.727220 -1.057745 0.002 0.144 -0.121
H -0.700014 -4.691372 -0.484748 0.336 0.015 0.052
H -1.574464 -5.610696 -1.645683 0.075 -0.057 -0.398
H 0.539263 -5.942419 -2.720645 0.075 -0.061 -0.115
C -0.920637 -1.209782 6.100321 0.118 0.457 -0.805
C 0.584456 -1.095052 6.210819 -0.404 -1.298 0.110
O 0.919938 -1.297770 7.567138 0.490 0.656 0.381
H -1.431733 -0.530368 6.782436 0.136 -0.039 0.096
H -1.293235 -2.223980 6.244149 0.194 0.052 0.138
H -1.168298 -0.898096 5.085619 -0.330 -0.092 -0.090
H 0.981529 -0.184412 5.762302 -0.122 0.489 0.325
H 1.077609 -1.914426 5.687824 -0.190 -0.140 -0.666
H 1.878905 -1.260312 7.591242 0.119 -0.079 0.466

---

30
Properties=species:S:1:pos:R:3:forces:R:3 method="wB97M-V/def2-TZVPD" energy_ha=-646.642177 homo_lumo_gap_ev=9.15 smiles="CC(C)[C@H](N=O)C(C)(C)n1cncn1" spin_multiplicity=1 total_charge=0
C 2.036559 2.226119 1.721777 1.714 -1.315 0.896
C 2.730997 0.362807 1.032177 -2.397 1.523 -0.991
C -2.795169 0.354898 0.347903 -0.489 -2.470 -0.608
C -1.192162 -1.338593 1.130501 -0.054 2.250 1.393
C 1.267222 -1.346150 -0.899289 4.629 -0.892 0.191
C 1.607561 0.910545 -2.079485 -2.639 -0.274 1.139
C -1.369286 0.114971 0.592471 2.574 -1.426 -0.209
C -0.582172 0.528501 -0.733241 1.917 -2.615 1.409
C 1.033829 0.139975 -0.859853 -3.207 1.383 1.074
N 3.056043 1.275299 1.885341 -0.016 1.520 0.721
N 1.143160 1.882041 0.888565 -1.356 -0.453 -2.397
N -1.202400 -0.300700 -1.722882 -0.501 0.795 -1.484
N 1.563624 0.702672 0.391146 1.101 -0.688 0.502
O -1.913605 0.292000 -2.505585 0.444 -0.425 0.107
H 1.895385 3.172579 2.161149 0.540 0.696 1.060
H 3.166699 -0.524194 0.728942 1.352 -1.448 0.033
H -3.309122 -0.395539 0.914393 -0.860 0.130 0.574
H -3.071346 0.115349 -0.663845 -0.324 0.211 -0.274
H -3.094664 1.294395 0.578226 -1.099 2.900 0.698
H -1.033671 -1.999794 0.393746 -0.310 -2.575 -2.978
H -0.366547 -1.585042 1.758089 1.095 0.789 0.732
H -2.041286 -1.576737 1.741301 -0.560 -0.330 0.023
H 0.627688 -2.061228 -1.343412 -1.245 0.033 -0.528
H 1.599381 -1.766161 0.075559 -0.849 0.384 -0.296
H 2.277073 -1.499582 -1.473276 -1.644 0.206 0.671
H 2.162041 1.729952 -1.735371 0.853 1.217 0.361
H 2.192189 0.233351 -2.593325 1.338 -1.052 -1.480
H 0.771182 1.278419 -2.688604 0.404 -0.127 -0.102
H -0.940450 0.724360 1.350444 -0.005 0.944 0.558
H -0.654046 1.581849 -0.780701 -0.407 1.111 -0.797

---

80
Properties=species:S:1:pos:R:3:forces:R:3 method="wB97M-V/def2-TZVPD" energy_ha=-2617.898341 homo_lumo_gap_ev="4.10 / 4.32" spin_multiplicity=5 total_charge=-1
Pm -0.045177 1.421976 3.411722 0.118 0.645 -0.683
Cl -2.196759 1.588878 2.047451 -1.440 0.207 -0.411
P -0.391811 0.636627 -0.489596 0.528 -0.381 0.035
C 0.238191 3.545889 3.884166 0.311 0.631 0.874
H 0.890588 4.422613 3.737367 -0.181 0.072 0.171
H -0.640108 3.846529 4.543984 0.471 -0.154 -0.515
C 1.056264 -0.293978 -1.271846 -0.734 0.280 -0.003
C -0.311200 2.394269 -1.163533 -0.296 -0.568 0.101
C 2.390971 0.367283 -0.891810 -0.031 -0.145 -0.058
H 0.996730 -1.261314 -0.732972 0.113 0.188 -0.134
C 3.552810 -0.558705 -1.258066 -0.061 0.023 0.047
H 2.497613 1.318073 -1.435448 0.049 -0.254 0.199
H 2.416482 0.597389 0.183596 -0.025 -0.038 -0.345
C 3.517080 -0.991748 -2.727244 -0.051 0.048 -0.099
H 4.498494 -0.049586 -1.043924 0.011 -0.140 -0.001
H 3.503158 -1.443690 -0.610214 0.041 0.044 -0.049
C 2.148122 -1.522082 -3.171753 -0.102 -0.031 0.004
H 3.788109 -0.135965 -3.359577 -0.049 -0.009 0.054
H 4.276006 -1.761659 -2.905142 -0.002 0.088 -0.012
C 0.992597 -0.598801 -2.770848 0.376 -0.037 -0.120
H 2.129973 -1.658301 -4.260073 0.116 -0.104 0.099
H 1.975740 -2.508518 -2.718751 0.044 0.066 -0.035
H 1.056871 0.335656 -3.344800 0.051 -0.305 0.117
H 0.037246 -1.066440 -3.042213 0.393 0.103 0.076
C -1.927656 -0.133297 -1.288398 0.316 0.552 0.266
C 0.299048 2.565408 -2.555725 -0.151 0.249 -0.081
H -1.380746 2.674912 -1.207571 0.267 0.092 0.035
C 0.225698 4.026508 -3.003792 0.077 -0.034 0.047
H 1.351175 2.251172 -2.535699 -0.267 0.159 -0.081
H -0.216044 1.932232 -3.292211 0.153 0.206 0.220
C 0.898261 4.968392 -2.000310 -0.002 -0.086 0.004
H 0.702531 4.119484 -3.985969 -0.078 0.109 0.012
H -0.829548 4.305675 -3.125035 0.073 0.013 0.021
C 0.387305 4.767938 -0.569208 -0.082 -0.065 0.002
H 1.984490 4.807528 -2.028078 -0.070 -0.050 0.000
H 0.726732 6.005693 -2.306831 0.085 -0.024 0.024
C 0.373751 3.299643 -0.121473 -0.083 -0.024 -0.038
H 0.999668 5.351272 0.127832 -0.165 -0.035 -0.050
H -0.638067 5.158835 -0.503072 0.120 -0.055 0.027
H 1.404451 2.951566 0.058383 -0.171 0.066 -0.101
H -0.163837 3.221636 0.837884 0.209 0.074 -0.220
C -1.897350 -1.670522 -1.199573 -0.010 0.149 -0.058
H -2.697300 0.238412 -0.583236 0.089 -0.201 -0.240
C -3.233807 -2.281862 -1.641063 -0.002 0.139 0.163
H -1.096771 -2.067308 -1.840703 -0.154 0.040 0.136
H -1.663064 -1.986300 -0.171380 -0.078 0.108 -0.207
C -3.696386 -1.784980 -3.014721 0.158 0.032 -0.053
H -3.141884 -3.373177 -1.655385 -0.089 0.053 0.019
H -3.994544 -2.033302 -0.890059 0.055 -0.001 -0.061
C -3.629556 -0.260659 -3.162551 -0.049 0.145 0.147
H -3.074874 -2.248766 -3.792285 0.015 0.044 0.054
H -4.724667 -2.118958 -3.196263 0.120 -0.020 -0.034
C -2.298362 0.345737 -2.699475 0.012 -0.273 -0.097
H -3.802109 0.017948 -4.208411 -0.094 -0.035 0.079
H -4.435184 0.195712 -2.572737 0.033 -0.069 -0.031
H -1.509307 0.059244 -3.411254 -0.234 0.096 0.136
H -2.369381 1.442402 -2.730387 0.004 -0.274 0.028
C 0.227233 -1.842165 2.677720 2.248 -2.753 -1.183
C -0.461703 -1.043333 3.589062 -1.903 3.783 1.592
H -0.230566 -1.912878 1.659325 0.001 -0.002 0.554
C -1.875283 -1.341692 3.932379 0.023 -1.037 0.271
H 0.118782 -0.902447 4.520056 0.153 -0.402 0.333
C -1.913961 -2.796075 4.465856 -0.651 0.159 0.465
H -2.164184 -0.649709 4.735297 -0.350 -0.176 -0.061
H -2.595376 -1.184567 3.107999 0.398 -0.080 0.103
C -1.049616 -3.777244 3.672270 0.152 0.202 -0.384
H -1.579022 -2.770084 5.507617 0.286 -0.005 0.003
H -2.938120 -3.165620 4.538393 -0.230 -0.237 -0.156
C 0.348441 -3.239471 3.354565 0.671 -0.369 -0.621
H -0.961279 -4.729650 4.198444 -0.058 -0.021 0.060
H -1.520746 -3.999237 2.712950 -0.241 -0.039 -0.119
H 0.903425 -3.129585 4.294396 -0.102 0.249 -0.054
H 0.947166 -3.950488 2.769652 -0.248 -0.265 -0.160
C 3.283988 -1.970873 3.926891 -0.707 0.205 -1.105
O 2.693609 -1.916471 2.547241 1.150 -0.318 0.943
C 1.598283 -1.178275 2.456099 -1.674 2.899 -0.002
O 1.638650 0.083088 2.317857 1.129 -3.172 0.242
H 2.608880 -1.433484 4.608862 0.387 -0.199 -0.126
H 4.260402 -1.492857 3.867265 -0.109 -0.046 0.114
H 3.350344 -3.029495 4.198100 0.015 0.318 -0.085

---

16
Properties=species:S:1:pos:R:3:forces:R:3 method="wB97M-V/def2-TZVPD" energy_ha=-321.910889 homo_lumo_gap_ev=7.93 spin_multiplicity=1 total_charge=0
C -0.740195 -1.111355 1.257722 -0.245 0.238 0.175
C 1.050723 -1.089379 -1.452458 0.508 0.331 0.117
C -0.486971 1.225052 0.413582 1.820 1.834 1.249
C 0.010678 -0.132816 -0.994391 -0.957 -1.240 -1.543
N 0.578716 1.757103 -0.618004 -2.826 -1.706 1.538
N -0.097640 -0.082861 0.476334 0.731 0.654 -0.819
N -1.345869 1.951867 0.993779 0.969 -0.112 -0.733
H 1.566183 1.693018 -0.404763 -0.255 0.151 0.658
H 0.265251 2.626789 -1.028705 0.156 -0.132 -0.288
H -1.921213 1.433975 1.654099 -0.037 -0.161 -0.288
H -1.833431 -1.092448 1.192060 -0.056 0.035 -0.158
H -0.399441 -2.101466 0.950718 0.088 0.214 -0.055
H -0.456733 -0.958546 2.300124 -0.061 -0.117 -0.003
H 1.960295 -1.118899 -0.841379 0.147 -0.125 0.037
H 0.554803 -2.070546 -1.395805 0.022 0.157 0.050
H 1.294843 -0.929487 -2.502914 -0.004 -0.021 0.064

---

Record-wise energy relative to the best compared isomer or geometry (same formula, charge and spin) values, in kJ/mol: 14.39 454.96 47.08 471.19
Record-wise molar mass values, in Da: 737.836 196.254 616.106 99.137
Record-wise F_max values, in Eh/bohr: 0.202 0.092 0.088 0.071